DFT (wB97M-V/def2-TZVPD) results for a structure of composition C10H24N2S6SbZr.

CARTESIAN COORDINATES (ANGSTROEM)
H -1.209 1.385 -4.138
H 2.107 -0.629 2.946
N -1.537 0.212 1.516
C -1.870 -1.909 -2.548
N -0.111 0.318 1.703
H 0.641 2.822 2.793
S -1.695 3.200 0.614
C 0.089 2.149 3.443
H -1.911 -0.619 1.966
H 2.624 -0.383 -0.905
H 1.012 -2.504 -2.474
C 2.187 -0.775 -1.826
H 0.596 -1.107 -3.971
S -1.970 -0.081 -2.456
H -0.976 2.389 3.403
H 3.000 -0.985 -2.521
H -1.197 -3.610 -1.399
H -2.228 -2.504 -0.494
H -1.357 -0.037 4.197
H 2.360 0.989 2.255
H -1.960 1.008 1.987
H 2.339 0.767 3.997
C 0.384 0.698 3.100
S -0.961 3.058 -2.093
H -2.862 -2.266 -2.823
H -1.187 -2.151 -3.359
H -1.564 -0.210 -4.796
H 0.908 0.404 -4.818
C -1.063 0.318 -3.985
H 0.244 -0.630 1.605
C -0.287 -0.236 4.102
C 0.415 -0.034 -3.951
H -0.139 -1.286 3.833
H 2.048 -2.765 -1.076
C 1.888 0.436 3.063
H 0.153 -0.086 5.086
S 1.253 0.654 -2.474
Sb 0.223 4.355 -0.399
Zr -0.415 1.184 -0.355
S 1.688 2.488 0.038
H 0.410 2.336 4.468
S -0.021 -1.761 -0.442
C 1.395 -2.043 -1.565
C -1.442 -2.559 -1.248

Atoms 1-6, force components in eV/Å:
-0.038 -0.010 -0.068
-0.016 0.009 0.020
0.226 0.207 0.019
-0.007 0.269 0.138
0.221 0.077 1.351
-0.020 0.075 -0.076

Output
E_LUMO (alpha / beta) in eV: -6.888 / -8.166
⟨S²⟩: 0.76
Charge: +2
HOMO-LUMO gap (alpha / beta) in eV: 7.88 / 6.67
E_HOMO (alpha / beta) in Ha: -0.543 / -0.545
2S+1: 2



DFT (wB97M-V/def2-TZVPD) results for a structure of composition C10H24N2Si.

CARTESIAN COORDINATES (ANGSTROEM)
C -1.347 -0.505 -1.739
H 1.592 -1.753 -1.603
H -0.682 -1.803 2.364
H -0.827 2.593 2.022
N 1.617 0.041 -0.392
H -2.375 -2.982 0.105
H 3.718 2.293 0.886
H -0.969 -1.435 -2.136
C 2.181 0.878 0.662
H -2.086 -3.415 1.751
H -3.689 -1.275 -1.759
H 1.320 1.357 1.259
H 3.772 1.647 -0.707
C -2.842 -0.463 -2.113
H -2.481 2.757 -0.089
H -1.894 1.834 -1.249
C -1.387 1.666 1.959
C 2.115 -1.187 -0.825
H -1.096 0.834 2.669
C -1.205 -1.655 1.402
H 2.626 -3.177 -0.355
H -2.783 -0.528 -3.227
H 3.140 -1.114 -1.227
N -1.454 1.195 0.583
H 1.259 -2.426 0.643
H -2.371 1.777 2.318
H -0.885 3.109 -0.329
H 2.751 0.349 1.409
C -1.922 -2.710 0.989
C -1.611 2.271 -0.335
Si -0.765 -0.323 0.078
H 3.024 -2.081 1.055
H -3.293 0.529 -1.833
C 3.046 1.968 0.097
H 2.463 2.840 -0.346
H -0.886 0.318 -2.365
C 2.231 -2.290 0.220

Atoms 1-6, force components in eV/Å:
-0.086 -0.038 0.383
-0.716 1.121 -0.439
-0.526 0.622 -0.388
0.326 -0.034 0.429
-5.377 0.836 0.373
-0.811 0.296 -2.188

Output
E_LUMO (alpha / beta) in eV: 0.845 / 0.845
HOMO-LUMO gap (alpha / beta) in eV: 8.03 / 8.03
E_HOMO (alpha / beta) in Ha: -0.264 / -0.264
2S+1: 1



DFT (wB97M-V/def2-TZVPD) results for a structure of composition C10H24N4O7Tm.

CARTESIAN COORDINATES (ANGSTROEM)
N -0.584 -1.852 -0.132
Tm 0.865 0.183 -0.560
H -0.064 0.094 -3.139
O 3.161 -1.892 -0.004
C -0.988 -4.307 -0.233
O -1.875 -1.752 -0.013
C 1.305 -3.166 -0.444
H -1.092 5.090 0.748
C -0.103 -3.109 -0.285
C -0.142 4.578 0.938
H -1.922 -0.661 0.886
C -2.061 2.720 2.290
N 1.910 -1.959 -0.354
C -1.087 2.237 1.275
H 0.660 5.075 0.396
H -2.722 1.900 2.583
H -1.939 0.320 -2.928
N 0.545 2.512 -0.326
C 1.820 -0.195 2.623
C -0.209 3.138 0.575
O -0.525 0.147 -2.294
C 2.042 -4.438 -0.668
H -1.142 -4.636 0.805
H 0.053 4.677 2.012
H 3.113 -4.250 -0.575
O 1.290 3.245 -1.211
O -1.839 0.135 1.570
H -2.654 1.694 -3.869
C -2.838 0.988 -3.060
H -0.530 -5.134 -0.783
H -1.979 -4.096 -0.650
H 2.926 -0.650 0.973
O 2.291 0.072 1.306
H -2.653 3.548 1.881
H 2.651 -0.430 3.290
H -1.552 3.099 3.188
H 1.831 -4.829 -1.674
H -3.772 0.449 -3.261
H 1.111 -1.026 2.630
H -2.917 1.546 -2.114
N -0.932 0.938 0.967
O 2.359 1.035 -1.702
H 1.287 0.698 2.951
H 1.905 2.479 -1.559
H 3.245 1.004 -2.094
H 1.752 -5.220 0.046

Atoms 1-6, force components in eV/Å:
-3.666 0.935 0.355
-1.927 1.573 -1.143
-0.079 0.190 -0.108
-3.360 -1.468 -1.611
0.138 -0.201 -0.247
3.740 -1.435 -0.779

Output
E_LUMO (alpha / beta) in eV: -7.821 / -7.327
⟨S²⟩: 2.45
Charge: +1
HOMO-LUMO gap (alpha / beta) in eV: 3.29 / 4.35
E_HOMO (alpha / beta) in Ha: -0.408 / -0.429
2S+1: 3



DFT (wB97M-V/def2-TZVPD) results for a structure of composition C10H24NOSeSiSn.

CARTESIAN COORDINATES (ANGSTROEM)
H -0.389 1.967 3.300
H 1.161 -1.918 4.006
H 2.569 1.255 0.129
Se -1.937 -0.512 1.252
O -2.173 -1.304 -3.163
H -2.181 -1.854 4.580
C -3.524 0.397 -2.193
C 0.251 1.089 3.406
H 1.567 2.418 -0.743
C 2.516 1.881 -0.762
H -3.173 0.657 -1.186
H -3.433 -1.997 -0.611
C 0.652 -1.862 3.038
H -4.898 -1.893 -1.592
C -1.729 -0.862 4.632
H 1.461 2.359 -3.240
H 4.765 0.979 -2.058
Si -0.693 -0.523 3.075
C -3.824 -2.073 -1.634
C 2.414 1.829 -3.272
H 2.415 1.181 -4.150
C -3.107 -1.027 -2.432
H -3.044 1.058 -2.912
H -2.534 -0.130 4.720
C 3.936 0.265 -2.040
H 1.081 1.193 2.704
H -1.118 -0.811 5.539
C 2.572 0.976 -2.005
H -4.606 0.520 -2.216
N 1.541 -0.005 -1.931
H 3.224 2.559 -3.363
H 3.990 -0.378 -2.921
H 3.341 2.600 -0.749
H 0.235 -2.845 2.813
H 0.663 1.088 4.421
Sn 0.198 -1.214 -1.546
H -3.607 -3.068 -2.014
H 1.397 -1.629 2.273
H 4.021 -0.365 -1.154

Atoms 1-6, force components in eV/Å:
-0.041 -0.022 -0.016
0.042 -0.004 -0.011
0.015 0.040 0.045
0.038 0.057 -0.250
-0.427 0.071 -0.066
-0.026 -0.001 -0.032

Output
E_LUMO in eV: 3.076
Charge: -1
HOMO-LUMO gap in eV: 6.87
E_HOMO in Ha: -0.139
2S+1: 1



DFT (wB97M-V/def2-TZVPD) results for a structure of composition C10H25CaF6N6O4S2.

CARTESIAN COORDINATES (ANGSTROEM)
C -3.666 0.827 -0.879
S -0.020 3.660 0.335
H 0.705 0.787 -2.835
H -0.943 -0.250 -4.499
H -1.095 1.415 -3.966
C -1.699 4.091 0.963
C 2.296 2.964 3.410
H 2.528 -0.277 -1.634
H -4.520 0.172 -1.067
H 1.424 -2.624 -1.525
C 2.507 -1.546 -0.031
C -0.011 -1.783 2.458
F -2.331 4.793 0.036
C 1.423 -2.532 -0.434
H -3.218 -0.107 -3.855
H -1.455 -2.791 1.251
H -0.275 -2.299 3.385
C -3.016 1.256 -2.179
Ca -0.111 0.465 -0.023
S 1.896 2.213 1.776
H -2.184 1.920 -1.934
F -2.398 2.968 1.200
N -0.082 0.188 -2.600
H 2.525 -1.400 1.047
F 3.516 2.595 3.767
O 1.838 0.784 2.023
N 2.265 -0.232 -0.654
H -4.045 1.701 -0.353
N 0.061 -2.124 -0.020
C -0.368 -2.676 1.283
H -2.454 -0.835 -2.465
H -1.642 -0.567 2.657
N -0.685 -0.478 2.331
H -3.727 1.859 -2.746
H 1.667 -3.524 -0.041
H -0.237 0.193 2.948
O -0.271 2.822 -0.835
F -1.610 4.786 2.080
H 1.062 -1.600 2.496
C -1.140 0.379 -3.629
H 0.273 -0.760 -2.690
F 1.417 2.533 4.310
H -2.876 0.419 0.967
N -2.680 0.146 0.010
H -2.847 -0.855 -0.013
O 0.692 4.876 0.171
F 2.228 4.281 3.317
N 0.404 2.685 1.523
C -2.514 0.094 -3.046
H 0.049 -3.676 1.440
O 2.847 2.675 0.813
H 3.478 -1.964 -0.311
H -0.579 -2.487 -0.717
H 2.886 0.460 -0.240

Atoms 1-6, force components in eV/Å:
0.005 -0.026 0.020
0.082 -0.048 0.009
-0.004 0.014 0.021
-0.008 -0.004 0.004
-0.008 -0.002 -0.008
0.014 -0.003 0.012

Output
E_LUMO in eV: -2.698
Charge: +1
HOMO-LUMO gap in eV: 10.91
E_HOMO in Ha: -0.500
2S+1: 1



DFT (wB97M-V/def2-TZVPD) results for a structure of composition C10H25CeClIN3OP.

CARTESIAN COORDINATES (ANGSTROEM)
C -4.374 -2.049 0.798
H 4.171 0.776 -0.889
C -0.716 2.399 -0.508
H -1.700 -5.042 1.432
H 0.608 -2.911 1.659
C 1.615 3.009 -2.843
O -1.482 3.265 -0.587
H -5.004 -1.967 -0.105
C -1.846 -1.836 0.589
H -2.894 -3.913 2.145
H 3.012 0.529 -4.059
C 0.005 -3.440 0.907
H 1.274 0.024 -3.791
H 1.566 3.804 -2.062
H 2.380 3.212 -3.617
C -2.334 -4.182 1.244
H -2.999 0.346 -0.827
C 2.767 4.418 3.802
H -4.172 -3.098 1.063
N -3.113 -1.344 0.540
H 2.586 -0.788 -2.860
H 4.458 1.953 -2.254
C -3.333 0.083 0.174
H 0.020 -1.453 0.418
H 3.511 3.708 4.159
H -4.909 -1.516 1.602
H 0.599 2.848 -3.273
I 1.497 3.376 2.265
Cl 2.595 -1.469 0.059
H -2.990 -4.365 0.387
C 3.834 1.705 -1.383
Ce 0.844 0.577 0.440
H 0.075 -4.498 1.179
N -1.423 -3.082 0.912
H 2.137 4.757 4.627
H 3.250 5.275 3.331
C 2.272 0.162 -3.333
H -2.904 0.799 0.873
H 0.491 -3.360 -0.073
P 2.118 1.443 -2.018
H -4.424 0.268 0.186
H 3.809 2.521 -0.637
N -0.878 -0.943 0.328

Atoms 1-6, force components in eV/Å:
-0.196 -0.149 0.024
-0.030 0.426 -0.362
-4.155 4.630 -0.571
-0.414 -0.149 0.059
-0.298 0.095 -0.182
0.006 -0.413 0.310

Output
E_LUMO (alpha / beta) in eV: -7.601 / -7.564
⟨S²⟩: 0.75
Charge: +2
HOMO-LUMO gap (alpha / beta) in eV: 7.51 / 7.55
E_HOMO (alpha / beta) in Ha: -0.555 / -0.555
2S+1: 2